Entry from OMol25: a 14-piece molecular cluster, C44H114N8O40P6 overall (ωB97M-V/def2-TZVPD).

ORCA input file:
```
! RIJCOSX wB97M-V def2-TZVPD def2/J DEFGRID3
* xyz 0 1
C 3.37 -0.34 1.89
C 2.60 0.58 0.94
O 1.41 -0.13 0.53
P 0.30 0.72 -0.21
O 0.17 2.11 0.29
O -1.02 -0.17 -0.12
C -1.95 0.10 0.94
C -3.15 0.85 0.43
O 0.73 0.65 -1.74
C 0.06 1.44 -2.73
C -0.21 0.61 -3.99
H 3.61 -1.24 1.32
H 4.22 0.17 2.32
H 2.64 -0.60 2.66
H 2.33 1.46 1.52
H 3.19 0.88 0.07
H -2.26 -0.85 1.36
H -1.51 0.65 1.78
H -3.71 0.33 -0.35
H -3.87 1.05 1.23
H -2.87 1.88 0.17
H -0.88 1.90 -2.41
H 0.79 2.22 -2.94
H -0.76 -0.32 -3.86
H -0.72 1.16 -4.77
H 0.77 0.23 -4.29
C 3.21 4.67 -0.16
C 2.91 3.64 -1.25
O 3.24 4.26 -2.50
P 3.38 3.47 -3.89
O 4.62 3.72 -4.64
O 3.14 1.95 -3.48
C 3.49 0.93 -4.45
C 3.81 -0.28 -3.58
O 2.04 3.87 -4.68
C 1.80 5.24 -5.05
C 0.52 5.62 -4.34
H 2.87 5.66 -0.44
H 2.68 4.32 0.74
H 4.27 4.71 0.05
H 3.52 2.75 -1.07
H 1.87 3.32 -1.25
H 2.71 0.70 -5.18
H 4.39 1.29 -4.95
H 4.61 -0.05 -2.88
H 2.87 -0.55 -3.08
H 3.93 -1.23 -4.12
H 2.60 5.92 -4.76
H 1.72 5.26 -6.14
H -0.35 4.98 -4.47
H 0.82 5.59 -3.29
H 0.25 6.67 -4.49
C -2.03 -2.76 7.30
C -1.09 -2.46 6.15
O -1.84 -1.84 5.10
P -2.35 -2.72 3.87
O -3.55 -2.20 3.19
O -1.08 -2.78 2.95
C -0.91 -3.82 1.97
C -0.33 -3.15 0.72
O -2.53 -4.21 4.44
C -3.85 -4.71 4.60
C -4.39 -5.36 3.33
H -1.51 -3.26 8.12
H -2.43 -1.82 7.69
H -2.86 -3.38 6.95
H -0.43 -1.70 6.56
H -0.47 -3.33 5.90
H -0.21 -4.53 2.42
H -1.85 -4.31 1.70
H 0.23 -3.88 0.14
H -1.15 -2.78 0.10
H 0.32 -2.32 1.01
H -3.87 -5.48 5.38
H -4.57 -3.95 4.91
H -3.59 -5.80 2.74
H -5.19 -6.08 3.52
H -4.78 -4.56 2.70
C 3.90 6.12 3.45
C 2.41 5.88 3.57
O 2.19 4.50 3.90
P 1.09 4.06 4.98
O 0.98 4.95 6.14
O -0.28 3.92 4.16
C -1.48 3.53 4.87
C -2.29 2.75 3.86
O 1.55 2.56 5.24
C 1.54 1.63 4.12
C 0.72 0.42 4.51
H 4.08 7.14 3.08
H 4.38 6.02 4.42
H 4.35 5.46 2.70
H 1.98 6.53 4.33
H 1.88 6.07 2.63
H -1.22 2.84 5.67
H -2.03 4.38 5.26
H -1.71 1.89 3.52
H -3.25 2.45 4.27
H -2.50 3.37 2.98
H 1.21 2.06 3.17
H 2.58 1.37 3.94
H 0.53 -0.20 3.63
H 1.24 -0.18 5.26
H -0.23 0.63 5.01
C 2.38 -3.90 3.08
C 3.86 -4.29 3.22
O 4.68 -3.40 2.42
P 4.93 -3.72 0.89
O 5.43 -5.08 0.60
O 5.92 -2.55 0.41
C 7.30 -2.62 0.76
C 7.60 -1.90 2.07
O 3.56 -3.31 0.19
C 3.57 -3.23 -1.25
C 2.41 -2.38 -1.70
H 2.01 -4.00 2.06
H 1.78 -4.61 3.66
H 2.30 -2.89 3.46
H 4.12 -4.04 4.25
H 4.04 -5.34 2.97
H 7.65 -3.65 0.81
H 7.86 -2.15 -0.04
H 6.99 -2.24 2.91
H 8.65 -2.04 2.33
H 7.40 -0.84 1.96
H 4.48 -2.71 -1.59
H 3.66 -4.18 -1.79
H 1.47 -2.87 -1.43
H 2.43 -1.39 -1.27
H 2.33 -2.33 -2.78
C -2.29 -4.21 -2.60
C -1.36 -3.27 -3.36
O -0.01 -3.70 -3.26
P 0.64 -4.73 -4.33
O -0.06 -6.01 -4.48
O 0.67 -3.77 -5.64
C 1.30 -2.50 -5.50
C 1.39 -1.82 -6.85
O 2.16 -4.79 -3.88
C 3.11 -5.36 -4.81
C 3.72 -6.56 -4.09
H -3.34 -3.91 -2.75
H -2.22 -5.24 -2.94
H -2.13 -4.24 -1.53
H -1.75 -3.20 -4.38
H -1.36 -2.23 -3.01
H 0.76 -1.85 -4.81
H 2.34 -2.63 -5.18
H 0.41 -1.62 -7.29
H 1.93 -0.88 -6.85
H 1.95 -2.50 -7.51
H 2.59 -5.70 -5.70
H 3.86 -4.63 -5.10
H 4.20 -6.20 -3.18
H 2.93 -7.24 -3.78
H 4.37 -7.14 -4.74
C 5.44 2.57 4.76
N 6.18 1.75 3.77
O 6.95 0.92 4.21
O 6.08 2.03 2.59
H 5.02 3.44 4.26
H 6.19 2.88 5.49
H 4.69 1.94 5.23
C -7.27 3.06 3.69
N -6.00 2.31 3.54
O -5.72 1.43 4.33
O -5.27 2.61 2.61
H -7.03 4.00 4.16
H -8.00 2.45 4.21
H -7.69 3.20 2.69
C -0.41 4.89 1.03
N -0.91 4.81 -0.37
O -0.21 5.33 -1.22
O -1.98 4.27 -0.54
H 0.56 4.40 1.07
H -1.11 4.39 1.70
H -0.39 5.92 1.38
C -5.57 -1.62 -3.02
N -6.70 -0.74 -2.63
O -7.77 -0.99 -3.14
O -6.48 0.14 -1.84
H -5.24 -1.09 -3.92
H -5.87 -2.65 -3.19
H -4.78 -1.58 -2.27
C -2.71 -1.14 -6.59
N -2.20 -0.10 -7.49
O -1.17 0.46 -7.19
O -2.83 0.13 -8.49
H -3.68 -1.52 -6.87
H -2.63 -0.82 -5.55
H -2.06 -2.01 -6.70
C -2.73 3.48 -3.80
N -3.55 2.27 -4.07
O -4.02 1.72 -3.09
O -3.62 1.90 -5.22
H -3.00 3.86 -2.82
H -3.09 4.29 -4.43
H -1.68 3.27 -3.93
C -6.21 2.98 -0.49
N -7.55 3.38 0.10
O -7.83 4.54 0.17
O -8.23 2.44 0.48
H -5.63 3.90 -0.52
H -6.44 2.66 -1.50
H -5.72 2.21 0.09
C -6.11 -0.74 1.98
N -5.90 -2.05 1.33
O -5.11 -2.04 0.40
O -6.54 -2.99 1.72
H -5.80 0.05 1.30
H -5.58 -0.67 2.92
H -7.17 -0.63 2.22
*
```

total energy: -197026.422 eV
energy relative to the best compared isomer or geometry (same formula, charge and spin): 0.00 kJ/mol
HOMO: -10.293 eV



Entry from OMol25: a 10-piece molecular cluster, C44H116N8O16 overall (ωB97M-V/def2-TZVPD).

ORCA input file:
```
! RIJCOSX wB97M-V def2-TZVPD def2/J DEFGRID3
* xyz 0 1
C -10.28 -2.69 -13.36
C -11.22 -2.06 -14.45
C -11.53 -2.99 -15.68
O -10.43 -3.47 -16.42
C -9.84 -2.55 -17.30
N -12.44 -1.56 -13.83
H -9.39 -2.08 -13.25
H -10.13 -3.76 -13.54
H -10.68 -2.82 -12.35
H -10.63 -1.29 -14.94
H -12.20 -2.48 -16.37
H -12.12 -3.82 -15.30
H -8.76 -2.63 -17.44
H -9.90 -1.55 -16.88
H -10.36 -2.59 -18.25
H -13.05 -2.29 -13.49
H -13.04 -1.23 -14.58
C -15.90 9.13 -16.84
C -15.97 7.57 -16.88
C -14.89 6.97 -15.96
O -13.62 7.13 -16.69
C -12.48 6.90 -15.85
N -17.15 7.05 -16.33
H -16.44 9.52 -17.71
H -14.86 9.42 -16.90
H -16.25 9.52 -15.88
H -15.86 7.21 -17.90
H -15.00 5.88 -15.91
H -14.88 7.37 -14.95
H -12.70 5.95 -15.35
H -12.33 7.67 -15.10
H -11.51 6.79 -16.33
H -17.14 6.04 -16.37
H -17.95 7.36 -16.85
C -2.80 -2.41 -19.94
C -3.17 -1.37 -18.89
C -4.56 -1.54 -18.31
O -5.58 -1.21 -19.31
C -5.63 0.18 -19.64
N -2.01 -1.51 -17.98
H -3.37 -2.34 -20.87
H -3.01 -3.39 -19.53
H -1.78 -2.28 -20.29
H -2.92 -0.44 -19.40
H -4.65 -0.84 -17.48
H -4.71 -2.55 -17.93
H -4.88 0.48 -20.37
H -5.55 0.78 -18.73
H -6.61 0.53 -19.93
H -1.23 -0.96 -18.31
H -2.30 -1.10 -17.10
C -10.16 3.86 -16.64
C -9.64 2.55 -17.20
C -8.53 1.83 -16.44
O -8.00 0.78 -17.26
C -7.21 -0.24 -16.56
N -10.83 1.70 -17.16
H -9.64 4.30 -15.79
H -11.08 3.84 -16.05
H -10.18 4.65 -17.39
H -9.31 2.74 -18.22
H -9.01 1.39 -15.56
H -7.68 2.42 -16.09
H -7.86 -0.81 -15.90
H -6.26 0.14 -16.18
H -6.93 -1.03 -17.26
H -10.72 0.86 -17.71
H -10.88 1.40 -16.20
C -14.41 0.42 -17.00
C -14.17 0.33 -18.48
O -15.10 -0.38 -19.23
O -14.05 -0.69 -16.20
H -15.39 0.81 -16.72
H -13.67 1.16 -16.72
H -13.15 -0.05 -18.56
H -14.22 1.32 -18.93
H -15.11 -1.31 -19.03
H -14.67 -0.67 -15.47
C -6.43 -3.93 -14.01
C -7.03 -4.03 -15.44
O -7.24 -5.37 -15.76
O -7.38 -4.22 -12.97
H -6.22 -2.89 -13.78
H -5.55 -4.57 -13.94
H -6.31 -3.50 -16.06
H -7.86 -3.33 -15.40
H -7.68 -5.73 -14.98
H -7.33 -5.18 -12.86
C -0.62 1.22 -9.23
O -1.29 1.15 -10.51
C -2.22 2.23 -10.65
C -2.83 2.14 -12.04
N -3.72 0.98 -12.14
C -4.35 0.80 -13.44
C -3.52 -0.16 -14.35
O -2.93 -1.26 -13.63
C -2.39 -2.30 -14.42
H 0.35 1.62 -9.52
H -0.48 0.20 -8.88
H -1.08 1.92 -8.52
H -1.66 3.15 -10.49
H -3.03 2.39 -9.93
H -2.15 2.16 -12.90
H -3.49 2.99 -12.18
H -3.14 0.16 -12.03
H -4.74 1.68 -13.95
H -5.25 0.20 -13.36
H -2.58 0.32 -14.65
H -3.98 -0.69 -15.19
H -1.68 -2.75 -13.73
H -1.75 -1.88 -15.19
H -3.06 -3.00 -14.91
C -13.02 2.39 -14.13
O -14.49 2.58 -14.11
C -15.14 1.81 -12.99
C -14.94 0.27 -12.87
N -15.88 -0.45 -13.73
C -16.30 -1.79 -13.15
C -17.54 -2.34 -14.00
O -18.53 -1.30 -14.16
C -19.17 -1.02 -12.97
H -12.63 2.51 -13.12
H -12.56 3.03 -14.87
H -12.92 1.35 -14.45
H -16.19 2.04 -12.79
H -14.67 2.21 -12.09
H -15.19 0.04 -11.83
H -13.89 0.07 -13.12
H -16.69 0.08 -14.02
H -16.56 -1.73 -12.09
H -15.44 -2.43 -13.36
H -18.00 -3.27 -13.69
H -17.25 -2.59 -15.02
H -18.55 -0.64 -12.16
H -19.67 -1.92 -12.60
H -19.97 -0.28 -13.04
C -6.21 8.04 -14.97
O -5.75 7.30 -16.12
C -6.70 6.51 -16.84
C -5.94 5.53 -17.70
N -5.24 4.55 -16.87
C -4.19 3.81 -17.41
C -3.74 2.65 -16.50
O -2.73 2.96 -15.57
C -1.47 3.26 -16.02
H -7.23 8.05 -14.58
H -6.05 9.11 -15.08
H -5.47 7.84 -14.20
H -7.21 7.17 -17.54
H -7.43 6.01 -16.22
H -5.20 6.09 -18.27
H -6.65 5.10 -18.41
H -4.94 4.89 -15.97
H -3.42 4.37 -17.93
H -4.69 3.35 -18.26
H -3.54 1.76 -17.09
H -4.59 2.32 -15.90
H -1.46 3.57 -17.06
H -1.00 2.28 -15.94
H -1.02 4.02 -15.39
C -13.10 6.24 -21.40
O -13.08 5.56 -20.12
C -11.95 5.85 -19.25
C -10.58 5.51 -19.90
N -10.53 4.07 -20.21
C -9.63 3.76 -21.35
C -8.18 3.78 -20.85
O -7.30 3.69 -22.01
C -6.59 2.41 -22.20
H -12.81 7.29 -21.33
H -14.14 6.29 -21.71
H -12.63 5.72 -22.24
H -12.28 5.46 -18.29
H -11.83 6.91 -19.00
H -9.74 5.75 -19.25
H -10.50 6.15 -20.79
H -11.49 3.99 -20.50
H -9.80 4.51 -22.12
H -9.95 2.78 -21.71
H -8.06 2.99 -20.11
H -7.99 4.80 -20.51
H -5.88 2.45 -23.03
H -7.30 1.64 -22.49
H -5.90 2.10 -21.43
*
```

total energy: -92174.891 eV
energy relative to the best compared isomer or geometry (same formula, charge and spin): 969.71 kJ/mol
HOMO: -8.553 eV